1.
{
  "formula": "C4H13N2",
  "method": "ωB97M-V with the def2-TZVPD basis set",
  "multiplicity": 1,
  "e_lumo_ev": -8.10,
  "total_charge": 1,
  "relative_energy_kj_mol": 1238.23,
  "max_force_ev_per_a": 4.17,
  "energy_ha": -269.0291,
  "orbital_gap_ha": 0.21642,
  "elements": ["C", "N", "C", "N", "C", "C", "H", "H", "H", "H", "H", "H", "H", "H", "H", "H", "H", "H", "H"],
  "xyz": [[-0.619, -0.356, -1.065], [0.477, 0.334, -1.522], [-1.163, -0.113, 0.591], [1.985, -2.453, -1.175], [-0.532, 1.715, 2.215], [-0.993, 1.234, 0.877], [-1.756, -0.339, -1.060], [-0.421, -1.425, -1.039], [0.479, 1.322, -1.214], [0.984, 0.784, 0.896], [-1.482, -0.858, 1.410], [1.525, -1.521, -1.446], [1.270, -3.130, -1.465], [2.426, -2.452, -2.109], [0.291, 2.401, 1.959], [-1.292, 2.132, 2.848], [-0.027, 0.833, 2.724], [1.905, 0.550, 2.058], [-1.282, 1.907, 0.078]],
  "nbo_charge": [-0.2939, -0.2825, -0.0967, -1.0312, -0.6662, -0.0746, 0.3975, 0.2539, 0.3544, -0.1236, 0.3229, 0.3298, 0.3435, 0.3611, 0.2623, 0.2717, 0.2411, 0.1888, 0.2418]
}

2.
{
  "formula": "C4H13N2",
  "method": "ωB97M-V with the def2-TZVPD basis set",
  "multiplicity": 1,
  "e_lumo_ev": -8.05,
  "total_charge": 1,
  "relative_energy_kj_mol": 575.00,
  "max_force_ev_per_a": 7.66,
  "energy_ha": -269.2817,
  "orbital_gap_ha": 0.23418,
  "elements": ["N", "C", "C", "C", "N", "C", "H", "H", "H", "H", "H", "H", "H", "H", "H", "H", "H", "H", "H"],
  "xyz": [[-0.380, -2.270, -0.996], [-1.434, 0.091, 0.547], [-1.416, 0.745, -0.853], [0.016, -0.158, 0.894], [0.832, 1.138, 0.866], [2.133, 1.046, 0.208], [-2.054, -0.873, 0.592], [0.289, -2.515, -1.700], [-0.633, -3.154, -0.542], [-1.879, 0.788, 1.263], [-0.561, 1.508, -0.878], [-2.395, 1.209, -1.027], [-1.239, 0.029, -1.668], [0.288, -0.675, 1.872], [-0.017, -1.547, -0.287], [0.976, 1.576, 1.759], [2.852, 0.351, 0.698], [1.993, 0.647, -0.841], [2.629, 2.063, 0.093]],
  "nbo_charge": [-0.9461, -0.5351, -0.6364, 0.4373, -0.6126, -0.4468, 0.2745, 0.3897, 0.3907, 0.3356, 0.2366, 0.2489, 0.2497, 0.2227, 0.2993, 0.4138, 0.2095, 0.2159, 0.2530]
}

3.
{
  "formula": "C4H13N2",
  "method": "ωB97M-V with the def2-TZVPD basis set",
  "multiplicity": 1,
  "e_lumo_ev": -9.01,
  "total_charge": 1,
  "relative_energy_kj_mol": 735.94,
  "max_force_ev_per_a": 5.65,
  "energy_ha": -269.2204,
  "orbital_gap_ha": 0.22088,
  "elements": ["C", "N", "C", "N", "C", "C", "H", "H", "H", "H", "H", "H", "H", "H", "H", "H", "H", "H", "H"],
  "xyz": [[-2.581, 0.655, -0.265], [-2.610, -0.752, -0.099], [-1.115, 1.190, -0.031], [-0.099, 0.444, -0.705], [2.683, -0.648, -0.405], [2.167, -0.608, 1.028], [-2.888, 0.971, -1.288], [-3.294, 1.140, 0.419], [-3.211, -1.094, 0.636], [-1.707, -1.184, -0.156], [-1.020, 2.295, -0.009], [-0.642, 0.569, 0.779], [3.650, -1.155, -0.459], [-0.006, 0.767, -1.693], [1.952, -1.173, -1.033], [2.771, 0.371, -0.825], [1.978, -1.610, 1.412], [2.804, -0.064, 1.714], [1.168, -0.115, 0.981]],
  "nbo_charge": [-0.1667, -0.6586, -0.3788, -0.1411, -0.6078, -0.5809, 0.2622, 0.2568, 0.4135, 0.3976, 0.3159, 0.3172, 0.2319, 0.3604, 0.1938, 0.1945, 0.2157, 0.2238, 0.1505]
}

4.
{
  "formula": "C4H13N2",
  "method": "ωB97M-V with the def2-TZVPD basis set",
  "multiplicity": 1,
  "e_lumo_ev": -2.97,
  "total_charge": 1,
  "relative_energy_kj_mol": 128.82,
  "max_force_ev_per_a": 1.02,
  "energy_ha": -269.4516,
  "orbital_gap_ha": 0.41346,
  "elements": ["C", "C", "C", "N", "H", "H", "H", "H", "H", "H", "H", "H", "C", "N", "H", "H", "H", "H", "H"],
  "xyz": [[-1.245, -2.250, -2.389], [-0.140, -1.785, -1.492], [-0.091, -0.616, -0.877], [0.932, -0.286, 0.132], [-1.991, -1.464, -2.490], [-0.849, -2.425, -3.390], [-1.636, -3.204, -2.048], [0.675, -2.493, -1.353], [-0.814, 0.171, -1.040], [1.867, -0.544, -0.178], [0.905, 0.795, 0.381], [0.753, -0.765, 1.010], [-0.181, 1.844, 2.293], [0.913, 2.171, 1.335], [-0.465, 2.714, 2.880], [0.128, 1.045, 2.963], [-1.043, 1.540, 1.701], [0.604, 2.926, 0.731], [1.679, 2.625, 1.831]],
  "nbo_charge": [-0.6485, -0.0996, -0.1133, -0.7354, 0.2266, 0.2458, 0.2495, 0.2095, 0.2173, 0.4346, 0.4711, 0.4274, -0.4289, -0.8532, 0.2192, 0.2034, 0.1982, 0.3825, 0.3939]
}

5.
{
  "formula": "C4H13N2",
  "method": "ωB97M-V with the def2-TZVPD basis set",
  "multiplicity": 1,
  "e_lumo_ev": -3.07,
  "total_charge": 1,
  "relative_energy_kj_mol": 120.68,
  "max_force_ev_per_a": 0.81,
  "energy_ha": -269.4547,
  "orbital_gap_ha": 0.42139,
  "elements": ["C", "C", "C", "N", "H", "H", "H", "H", "H", "H", "H", "H", "C", "N", "H", "H", "H", "H", "H"],
  "xyz": [[-0.020, 1.389, -1.408], [-1.134, 0.358, -1.521], [-1.021, -1.874, -0.819], [-1.038, -0.662, -0.472], [-0.075, 1.860, -0.425], [0.959, 0.943, -1.567], [-0.190, 2.182, -2.135], [-2.124, 0.811, -1.450], [-1.112, -0.120, -2.503], [-0.969, -2.682, -0.094], [-0.912, -2.162, -1.869], [-0.297, -0.211, 0.882], [1.696, -0.129, 1.767], [0.227, 0.113, 1.798], [2.159, 0.209, 2.690], [2.126, 0.424, 0.938], [1.880, -1.195, 1.660], [-0.184, -0.360, 2.602], [0.030, 1.106, 1.926]],
  "nbo_charge": [-0.6157, -0.2464, 0.0224, -0.4652, 0.1845, 0.2148, 0.2493, 0.2235, 0.1945, 0.1884, 0.1786, 0.4596, -0.4239, -0.7134, 0.2346, 0.2321, 0.2312, 0.4263, 0.4248]
}

6.
{
  "formula": "C4H13N2",
  "method": "ωB97M-V with the def2-TZVPD basis set",
  "multiplicity": 1,
  "e_lumo_ev": -3.10,
  "total_charge": 1,
  "relative_energy_kj_mol": 242.48,
  "smiles": "CNCC[NH2+]C",
  "max_force_ev_per_a": 3.30,
  "energy_ha": -269.4083,
  "orbital_gap_ha": 0.39612,
  "elements": ["C", "N", "C", "C", "N", "C", "H", "H", "H", "H", "H", "H", "H", "H", "H", "H", "H", "H", "H"],
  "xyz": [[1.859, -1.277, 0.786], [0.357, -1.309, 0.887], [-0.269, -1.159, -0.498], [0.029, 0.255, -0.967], [-0.412, 1.207, 0.088], [-1.565, 2.135, -0.272], [2.206, -0.232, 0.820], [2.197, -1.913, -0.152], [2.302, -2.007, 1.666], [0.238, -2.230, 1.290], [0.133, -1.781, -1.422], [-1.381, -1.310, -0.408], [1.052, 0.506, -1.208], [-0.565, 0.417, -1.883], [0.177, 1.927, 0.473], [-0.638, 0.550, 0.806], [-1.238, 3.151, -0.564], [-2.314, 2.206, 0.625], [-2.104, 1.706, -1.163]],
  "nbo_charge": [-0.4559, -0.6651, -0.2630, -0.2442, -0.5280, -0.4455, 0.1968, 0.1999, 0.2408, 0.3934, 0.2281, 0.2258, 0.2385, 0.2374, 0.4444, 0.4608, 0.2464, 0.2539, 0.2355]
}

7.
{
  "formula": "C4H13N2",
  "method": "ωB97M-V with the def2-TZVPD basis set",
  "multiplicity": 1,
  "e_lumo_ev": -8.12,
  "total_charge": 1,
  "relative_energy_kj_mol": 586.39,
  "max_force_ev_per_a": 2.11,
  "energy_ha": -269.2773,
  "orbital_gap_ha": 0.20243,
  "elements": ["N", "C", "C", "N", "C", "C", "H", "H", "H", "H", "H", "H", "H", "H", "H", "H", "H", "H", "H"],
  "xyz": [[-0.537, 0.428, 1.149], [-1.666, 1.281, 0.801], [-1.568, 1.764, -0.642], [0.830, -0.932, -0.485], [1.995, -0.183, -0.350], [0.887, -2.330, -0.488], [-0.054, -0.268, 0.432], [-0.814, 0.056, 2.057], [-2.336, 2.491, -0.887], [-1.610, 2.163, 1.460], [-2.594, 0.741, 1.026], [-1.560, 0.897, -1.304], [-0.638, 2.313, -0.801], [1.803, 0.739, 0.227], [2.326, 0.194, -1.338], [2.811, -0.797, 0.063], [-0.126, -2.671, -0.719], [1.332, -2.717, 0.445], [1.514, -2.774, -1.283]],
  "nbo_charge": [-0.5863, -0.2512, -0.6258, -0.0571, -0.5129, -0.5097, 0.3473, 0.3861, 0.2454, 0.2530, 0.2115, 0.2130, 0.2143, 0.2984, 0.3334, 0.2179, 0.2474, 0.2718, 0.3035]
}

8.
{
  "formula": "C4H13N2",
  "method": "ωB97M-V with the def2-TZVPD basis set",
  "multiplicity": 1,
  "e_lumo_ev": -3.10,
  "total_charge": 1,
  "relative_energy_kj_mol": 215.77,
  "smiles": "C[C@H]([NH3+])CCN",
  "max_force_ev_per_a": 5.55,
  "energy_ha": -269.4185,
  "orbital_gap_ha": 0.41024,
  "elements": ["C", "C", "N", "C", "C", "N", "H", "H", "H", "H", "H", "H", "H", "H", "H", "H", "H", "H", "H"],
  "xyz": [[2.275, 0.174, 0.611], [0.676, -0.296, 0.447], [0.570, -1.211, -0.831], [-0.148, 0.929, 0.589], [-1.571, 0.591, 0.347], [-1.735, -0.068, -0.911], [2.541, 0.948, -0.119], [2.932, -0.722, 0.498], [2.418, 0.519, 1.607], [0.414, -0.990, 1.201], [0.466, -2.289, -0.563], [1.295, -1.121, -1.496], [-0.421, -0.805, -1.124], [-0.102, 1.517, 1.528], [0.172, 1.621, -0.201], [-2.098, 1.572, 0.509], [-2.300, 0.168, 0.941], [-1.860, 0.625, -1.723], [-2.697, -0.479, -0.828]],
  "nbo_charge": [-0.6157, -0.0193, -0.7598, -0.4536, -0.2677, -0.8401, 0.2230, 0.2211, 0.2374, 0.2069, 0.4445, 0.4247, 0.4564, 0.2785, 0.2190, 0.2070, 0.2319, 0.3985, 0.4072]
}

9.
{
  "formula": "C4H13N2",
  "method": "ωB97M-V with the def2-TZVPD basis set",
  "multiplicity": 1,
  "e_lumo_ev": -8.74,
  "total_charge": 1,
  "relative_energy_kj_mol": 927.61,
  "max_force_ev_per_a": 4.10,
  "energy_ha": -269.1474,
  "orbital_gap_ha": 0.16546,
  "elements": ["C", "N", "C", "N", "C", "C", "H", "H", "H", "H", "H", "H", "H", "H", "H", "H", "H", "H", "H"],
  "xyz": [[1.034, -0.019, -0.560], [1.845, -0.795, 0.266], [-0.417, 0.147, -0.375], [2.558, 0.513, 2.154], [-2.918, 0.685, -0.706], [-1.443, 0.626, -1.098], [1.238, -0.223, -1.613], [1.303, 1.055, -0.403], [2.719, -1.179, -0.103], [-5.751, -5.212, -0.884], [-0.556, 0.122, 0.715], [2.504, 1.143, 2.952], [2.124, -0.445, 1.319], [3.506, 0.711, 1.815], [-2.926, 0.311, 0.307], [-3.505, 0.014, -1.317], [-3.082, 1.750, -0.808], [-5.131, -5.640, -0.748], [-1.073, 1.043, -2.045]],
  "nbo_charge": [-0.3220, -0.4279, -0.1880, -0.7549, -0.6399, -0.0045, 0.2411, 0.3660, 0.4087, 0.0014, 0.2096, 0.3941, 0.4183, 0.3457, 0.2286, 0.2625, 0.2546, -0.0013, 0.2079]
}

10.
{
  "formula": "C4H13N2",
  "method": "ωB97M-V with the def2-TZVPD basis set",
  "multiplicity": 2,
  "e_lumo_ev": [-7.52, -12.85],
  "total_charge": 2,
  "relative_energy_kj_mol": 206.56,
  "max_force_ev_per_a": 3.95,
  "energy_ha": -268.9277,
  "orbital_gap_ha": [0.48239, 0.29005],
  "elements": ["C", "C", "C", "C", "N", "N", "H", "H", "H", "H", "H", "H", "H", "H", "H", "H", "H", "H", "H"],
  "xyz": [[-1.016, 0.850, 0.814], [0.484, 0.637, 1.100], [1.041, -0.615, 0.161], [0.585, -0.727, -1.340], [0.779, 0.517, -2.000], [-1.557, -0.539, 1.180], [-1.242, 1.079, -0.216], [-1.563, 1.446, 1.554], [0.947, 1.544, 0.894], [0.595, 0.393, 2.151], [0.592, -1.500, 0.700], [2.146, -0.520, 0.238], [0.847, -1.657, -1.849], [-0.581, -0.723, -1.394], [0.748, 0.504, -2.988], [1.495, 1.097, -1.673], [-2.482, -0.336, 1.641], [-1.376, -1.062, 0.241], [-1.250, -0.983, 2.033]],
  "lowdin_spin": [0.0020, 0.0036, 0.0027, 0.1275, 0.7044, 0.0053, 0.0011, 0.0005, 0.0006, -0.0001, -0.0008, 0.0013, 0.0410, 0.0669, 0.0169, 0.0239, 0.0001, 0.0030, 0.0001]
}

11.
{
  "formula": "C4H13N2",
  "method": "ωB97M-V with the def2-TZVPD basis set",
  "multiplicity": 2,
  "e_lumo_ev": [-6.73, -11.72],
  "total_charge": 2,
  "relative_energy_kj_mol": 150.34,
  "max_force_ev_per_a": 5.44,
  "energy_ha": -268.9491,
  "orbital_gap_ha": [0.49048, 0.32497],
  "elements": ["C", "C", "C", "C", "N", "N", "H", "H", "H", "H", "H", "H", "H", "H", "H", "H", "H", "H", "H"],
  "xyz": [[-0.488, 0.562, -1.562], [0.045, -0.586, -0.589], [-0.217, -0.281, 0.778], [1.123, 0.340, 1.541], [2.064, -0.643, 1.730], [-2.150, 0.575, -1.718], [-0.357, 1.630, -1.258], [-0.287, 0.346, -2.523], [1.037, -0.669, -0.628], [-0.315, -1.600, -0.826], [-0.919, 0.595, 1.061], [-0.653, -1.092, 1.309], [0.656, 0.655, 2.427], [1.491, 1.256, 0.881], [2.186, -1.411, 1.075], [2.565, -0.803, 2.608], [-2.654, 0.810, -0.938], [-2.343, -0.446, -1.747], [-2.583, 0.992, -2.528]],
  "lowdin_spin": [0.0029, 0.0072, 0.0731, 0.1216, 0.6840, 0.0005, 0.0006, 0.0002, 0.0017, 0.0010, 0.0070, 0.0000, 0.0069, 0.0677, 0.0132, 0.0120, 0.0003, 0.0000, 0.0000]
}

12.
{
  "formula": "C4H13N2O",
  "method": "ωB97M-V with the def2-TZVPD basis set",
  "multiplicity": 1,
  "e_lumo_ev": 3.83,
  "total_charge": -1,
  "relative_energy_kj_mol": 30.61,
  "max_force_ev_per_a": 0.45,
  "energy_ha": -344.9492,
  "orbital_gap_ha": 0.24969,
  "elements": ["C", "C", "C", "N", "H", "H", "H", "H", "H", "H", "H", "H", "H", "N", "C", "O", "H", "H", "H", "H"],
  "xyz": [[0.611, 0.480, 0.135], [1.349, 1.655, 0.766], [0.543, 2.335, 1.867], [1.266, -0.012, -1.074], [-0.392, 0.808, -0.156], [0.492, -0.296, 0.905], [1.584, 2.365, -0.026], [2.300, 1.294, 1.171], [0.270, 1.634, 2.654], [-0.370, 2.752, 1.442], [1.100, 3.154, 2.318], [0.539, -0.504, -1.635], [1.947, -0.719, -0.824], [-2.222, -2.012, -0.356], [-1.088, -2.288, -1.321], [-0.863, -1.277, -2.168], [-2.469, -1.046, -0.555], [-3.028, -2.562, -0.633], [-0.205, -2.519, -0.681], [-1.363, -3.244, -1.829]],
  "nbo_charge": [-0.2149, -0.3975, -0.6041, -0.8960, 0.1856, 0.1539, 0.1941, 0.1731, 0.1952, 0.1964, 0.1885, 0.4348, 0.3227, -0.9196, 0.1346, -0.9411, 0.3500, 0.3215, 0.0630, 0.0598]
}